DFT (the ωB97M-V functional and the def2-TZVPD basis) results for 8 unconnected molecules or ions with the total composition C19H30IN9O4S.

XYZ file:
```
64
Properties=species:S:1:pos:R:3:nbo_charge:R:1
N 3.07 -2.86 -0.88 -0.8579
C 2.73 -1.71 -0.08 0.5560
O 3.14 -1.83 1.26 -0.7336
I 3.83 -0.04 -0.90 0.1105
O 1.34 -1.60 -0.20 -0.5644
C 0.64 -0.87 0.79 0.3460
O 1.07 0.45 0.87 -0.7137
C -0.84 -0.98 0.44 -0.1108
O -1.49 -1.99 1.22 -0.5235
C -1.46 -3.26 0.67 0.1013
N -2.53 -3.40 -0.37 -0.5126
C -2.21 -3.48 -1.53 0.2196
S -1.79 -3.47 -3.04 0.0525
H 4.04 -3.09 -0.74 0.3746
H 2.49 -3.64 -0.57 0.3518
H 2.63 -2.55 1.65 0.4613
H 0.77 -1.31 1.79 0.1490
H 0.40 1.04 0.51 0.4963
H -1.36 -0.05 0.68 0.2135
H -0.97 -1.16 -0.62 0.2096
H -0.49 -3.51 0.23 0.1701
H -1.67 -3.97 1.46 0.1917
C 7.70 2.14 -3.37 -0.7268
C 6.67 2.10 -2.33 0.3192
N 5.84 2.07 -1.54 -0.3682
H 7.57 3.03 -3.98 0.2524
H 8.69 2.15 -2.92 0.2577
H 7.61 1.25 -4.00 0.2722
C 5.96 -1.36 -6.20 -0.7226
C 7.28 -0.79 -5.96 0.3023
N 8.32 -0.34 -5.77 -0.3521
H 5.78 -2.18 -5.51 0.2613
H 5.19 -0.60 -6.06 0.2594
H 5.90 -1.74 -7.22 0.2559
C 0.59 4.09 -1.52 -0.7241
C -0.07 2.79 -1.48 0.3421
N -0.60 1.77 -1.45 -0.3906
H 1.52 4.01 -2.10 0.2568
H -0.06 4.82 -1.99 0.2547
H 0.83 4.40 -0.51 0.2669
C -3.93 -1.37 3.08 -0.7313
C -4.77 -0.38 3.74 0.3188
N -5.41 0.43 4.25 -0.3800
H -3.77 -2.23 3.72 0.2477
H -4.40 -1.69 2.15 0.2768
H -2.97 -0.91 2.84 0.2668
C -4.19 2.98 2.47 -0.7254
C -2.99 3.22 1.67 0.3113
N -2.04 3.41 1.06 -0.3722
H -4.87 3.82 2.39 0.2559
H -4.70 2.08 2.11 0.2765
H -3.92 2.83 3.51 0.2513
C -5.48 -1.73 -2.07 -0.7242
C -5.28 -0.94 -0.87 0.3191
N -5.13 -0.31 0.08 -0.3697
H -4.90 -1.31 -2.89 0.2616
H -5.16 -2.75 -1.89 0.2590
H -6.54 -1.72 -2.35 0.2557
C -2.70 1.79 5.96 -0.7283
C -2.40 2.56 7.16 0.2874
N -2.16 3.17 8.11 -0.3316
H -2.11 2.16 5.13 0.2495
H -2.45 0.74 6.13 0.2521
H -3.76 1.86 5.72 0.2694
```

Properties
HOMO level = -8.750 eV
E_LUMO = 0.066 eV


DFT (the ωB97M-V functional and the def2-TZVPD basis) results for a molecular structure, C19H30MnN6O6S2.

XYZ file:
```
64
Properties=species:S:1:pos:R:3:nbo_charge:R:1
Mn 0.68 0.15 0.07 1.1522
N 0.31 1.45 1.70 -0.5959
N -0.89 1.02 2.28 -0.5006
C -1.70 0.23 1.48 0.8582
O -2.81 -0.08 1.77 -0.5427
O -1.05 -0.23 0.38 -0.6431
H 1.05 1.43 2.39 0.4062
H 0.22 2.40 1.33 0.4003
H -1.37 1.67 2.89 0.4214
C 3.59 -3.89 -2.16 -0.4302
C 3.92 -2.87 -1.09 -0.2212
N 2.71 -2.06 -0.81 -0.5575
C 1.75 -1.85 -1.70 0.6611
N 0.73 -0.94 -1.35 -0.2653
C -0.33 -0.72 -2.34 -0.2623
C -0.69 -2.03 -3.00 -0.4327
C 0.53 -2.55 -3.73 -0.2052
N 1.72 -2.47 -2.85 -0.3382
C 2.95 -3.16 -3.32 -0.2161
H 2.91 -4.65 -1.77 0.2188
H 4.50 -4.39 -2.49 0.2640
H 4.71 -2.20 -1.41 0.2451
H 4.22 -3.34 -0.16 0.2259
H 2.77 -1.39 -0.06 0.4387
H 0.04 -0.01 -3.08 0.2324
H -1.17 -0.26 -1.83 0.2699
H -1.51 -1.88 -3.71 0.2663
H -1.03 -2.75 -2.25 0.2282
H 0.72 -1.97 -4.63 0.2270
H 0.42 -3.59 -4.01 0.2354
H 3.63 -2.42 -3.74 0.2350
H 2.65 -3.84 -4.12 0.2404
C 2.41 -4.71 1.76 -0.6273
C 2.28 -3.29 2.31 -0.5725
S 0.79 -2.49 1.69 1.2253
O 1.29 -1.05 1.38 -0.9062
C -0.25 -2.35 3.15 -0.5802
C -1.51 -3.20 3.01 -0.6259
H 3.42 -5.07 1.95 0.2519
H 2.23 -4.75 0.68 0.2115
H 1.72 -5.40 2.25 0.2406
H 3.08 -2.63 1.97 0.2495
H 2.25 -3.26 3.39 0.2548
H -0.47 -1.28 3.21 0.2639
H 0.35 -2.62 4.02 0.2462
H -2.13 -2.84 2.18 0.2411
H -2.09 -3.12 3.92 0.2573
H -1.28 -4.25 2.85 0.2228
O 0.54 1.88 -0.91 -0.5981
C 1.83 2.00 -0.94 0.6573
N 2.47 0.98 -0.41 -0.8864
S 4.10 1.02 -0.82 2.3043
O 4.88 0.78 0.35 -0.8807
O 4.28 0.21 -1.99 -0.9282
C 4.00 2.71 -1.32 -0.2191
C 5.03 3.56 -1.63 -0.1916
C 4.68 4.84 -2.06 -0.1374
C 3.35 5.23 -2.18 -0.1755
C 2.31 4.36 -1.87 -0.1269
C 2.66 3.10 -1.43 -0.1896
H 6.07 3.26 -1.54 0.2574
H 5.46 5.55 -2.31 0.2493
H 3.11 6.24 -2.52 0.2491
H 1.27 4.65 -1.95 0.2478
```

Properties
HOMO level (spin up / spin down) = -15.186 / -15.156 eV
E_LUMO (spin up / spin down) = -8.487 / -8.866 eV
<S²> = 0.828
Total charge = +2
Multiplicity = 2


DFT (the ωB97M-V functional and the def2-TZVPD basis) results for a single C19H30N2O5S molecule.

XYZ file:
```
57
Properties=species:S:1:pos:R:3:nbo_charge:R:1
C 1.16 4.99 -4.69 -0.2694
H 1.08 5.98 -5.13 0.1923
O 1.83 5.17 -3.45 -0.5466
C 1.63 4.16 -2.50 0.3757
O 0.29 4.01 -2.14 -0.5459
C -0.24 5.12 -1.45 -0.2517
H -1.29 4.90 -1.27 0.1951
H -0.16 6.04 -2.04 0.1798
H 0.28 5.27 -0.50 0.1662
C 2.12 2.78 -2.98 -0.2674
N 1.98 1.76 -1.97 -0.4425
C 1.01 0.82 -2.13 0.7159
O 0.40 0.72 -3.18 -0.6392
C 0.77 -0.13 -0.97 -0.3236
C -0.71 -0.51 -0.92 -0.3753
C -0.96 -1.49 0.22 -0.4178
C -0.13 -2.76 0.01 -0.2258
C 1.35 -2.40 -0.06 -0.4091
C 1.60 -1.40 -1.19 -0.3745
H 1.32 -1.84 -2.15 0.2085
H 2.67 -1.16 -1.24 0.2032
H 1.65 -1.96 0.89 0.2226
H 1.95 -3.30 -0.22 0.2053
H -0.43 -3.22 -0.94 0.2031
C -0.39 -3.82 1.10 -0.2206
N 0.41 -3.62 2.30 -0.8671
S 0.08 -2.46 3.45 2.3154
O 0.47 -1.16 2.98 -0.9415
O 0.70 -2.96 4.64 -0.9429
C -1.70 -2.49 3.67 -0.3602
C -2.28 -3.66 4.12 -0.1816
C -3.66 -3.71 4.29 -0.2113
C -4.43 -2.59 4.03 -0.1855
C -3.83 -1.42 3.59 -0.2253
C -2.46 -1.36 3.41 -0.1297
H -1.96 -0.46 3.09 0.2359
H -4.43 -0.54 3.39 0.2217
H -5.50 -2.63 4.16 0.2193
H -4.13 -4.62 4.64 0.2214
H -1.66 -4.51 4.33 0.2280
H 0.63 -4.47 2.79 0.4113
H -1.46 -3.83 1.35 0.1901
H -0.12 -4.80 0.71 0.2128
H -0.66 -1.03 1.16 0.2211
H -2.02 -1.75 0.27 0.2026
H -1.00 -0.94 -1.88 0.2165
H -1.31 0.39 -0.77 0.2097
H 1.04 0.32 -0.02 0.2125
C 2.77 1.93 -0.76 -0.4115
H 3.63 2.55 -1.00 0.2083
H 3.13 0.97 -0.40 0.2101
H 2.20 2.41 0.04 0.1953
H 1.51 2.45 -3.82 0.2582
H 3.17 2.87 -3.30 0.1981
H 2.22 4.50 -1.64 0.1484
H 0.17 4.56 -4.53 0.1896
H 1.74 4.34 -5.36 0.1720
```

Properties
HOMO level = -8.914 eV
E_LUMO = 0.548 eV
Energy above the lowest of the compared OMol25 structures with the same formula, charge and spin = 0.662 eV


DFT (the ωB97M-V functional and the def2-TZVPD basis) results for a molecular structure, C19H30N2O5SSc at a distorted geometry.

XYZ file:
```
58
Properties=species:S:1:pos:R:3:nbo_charge:R:1
Sc -0.30 -0.03 -0.80 1.9629
C -1.89 -0.64 1.88 -0.0973
C -2.62 -1.48 0.80 -0.0980
O -2.34 -0.94 -0.50 -0.6064
C -3.46 -0.45 -1.27 -0.0882
C -2.86 0.02 -2.56 -0.0912
O -1.69 0.84 -2.24 -0.6159
C -1.92 2.27 -2.26 -0.0885
C -0.68 2.91 -1.69 -0.0898
O -0.31 2.21 -0.48 -0.6111
C -0.74 2.71 0.81 -0.0913
C -1.71 1.73 1.39 -0.0847
O -1.11 0.41 1.26 -0.6086
H -1.20 -1.25 2.46 0.2264
H -2.59 -0.18 2.57 0.2324
H -3.70 -1.48 0.97 0.2364
H -2.27 -2.51 0.81 0.2203
H -3.95 0.35 -0.72 0.2014
H -4.17 -1.25 -1.45 0.2458
H -3.56 0.61 -3.15 0.2498
H -2.50 -0.81 -3.17 0.2325
H -2.81 2.48 -1.66 0.2031
H -2.09 2.60 -3.28 0.2486
H -0.83 3.97 -1.48 0.2457
H 0.16 2.80 -2.37 0.2346
H -1.20 3.69 0.70 0.2403
H 0.15 2.80 1.42 0.2287
H -2.67 1.73 0.87 0.1948
H -1.87 1.94 2.45 0.2432
N 0.63 -4.21 -1.81 -0.4644
C 0.52 -3.62 -3.04 -0.0226
C 0.17 -2.33 -2.80 -0.0954
N 0.09 -2.13 -1.43 -0.6596
C 0.38 -3.30 -0.87 0.2174
H 0.85 -5.18 -1.64 0.4643
H 0.69 -4.16 -3.96 0.2738
H 0.01 -1.54 -3.52 0.2419
H 0.40 -3.52 0.19 0.2314
C 2.11 -0.10 4.77 -0.6523
C 2.24 0.18 3.30 0.0404
C 1.95 -0.79 2.34 -0.1275
C 2.09 -0.53 0.98 -0.2963
C 2.54 0.74 0.59 -0.3109
C 2.82 1.73 1.51 -0.1801
C 2.68 1.44 2.86 -0.1639
S 2.68 1.10 -1.13 1.3212
C 3.94 0.00 -1.70 -0.7969
O 1.36 0.44 -1.69 -1.0443
H 2.03 -1.17 4.96 0.2391
H 1.23 0.39 5.18 0.2475
H 2.98 0.28 5.31 0.2625
H 1.65 -1.78 2.67 0.2261
H 1.97 -1.33 0.26 0.2352
H 3.17 2.70 1.20 0.2580
H 2.93 2.20 3.60 0.2558
H 3.72 -1.02 -1.40 0.2538
H 4.88 0.35 -1.25 0.2866
H 4.00 0.11 -2.79 0.2834
```

Properties
HOMO level = -18.077 eV
E_LUMO = -9.126 eV
Total charge = +3


DFT (the ωB97M-V functional and the def2-TZVPD basis) results for 3 unconnected molecules or ions with the total composition C19H30O9 at a distorted geometry.

XYZ file:
```
58
Properties=species:S:1:pos:R:3:nbo_charge:R:1
C 0.92 2.06 -0.40 -0.6105
C -0.50 2.59 -0.06 -0.4042
C -0.93 3.81 -0.93 -0.3819
C -1.91 3.43 -2.08 -0.4371
C -1.09 2.68 -3.12 -0.0223
C -0.91 1.39 -3.11 -0.2802
C -0.02 0.85 -4.20 0.5284
O -0.26 -0.15 -4.79 -0.4968
C 1.18 1.72 -4.51 -0.0627
C 2.54 1.08 -4.76 -0.0873
O 3.42 1.91 -5.47 -0.5242
C 4.21 2.75 -4.64 -0.0672
C 5.72 2.62 -4.91 -0.6382
C 0.99 3.01 -4.53 -0.2738
C -0.41 3.48 -4.21 0.5256
O -0.95 4.37 -4.77 -0.4949
H 1.17 2.15 -1.46 0.1970
H 0.94 0.99 -0.16 0.2092
H 1.70 2.58 0.17 0.2073
H -1.21 1.79 -0.29 0.1890
H -0.49 2.84 1.00 0.2207
H 0.00 4.17 -1.41 0.1916
H -1.30 4.65 -0.34 0.2145
H -2.22 4.37 -2.54 0.2372
H -2.73 2.82 -1.71 0.2164
H -1.35 0.74 -2.36 0.2264
H 2.92 0.81 -3.77 0.1812
H 2.36 0.13 -5.27 0.2150
H 3.93 3.79 -4.87 0.1696
H 4.01 2.63 -3.57 0.1709
H 5.95 1.76 -5.54 0.2279
H 6.26 2.59 -3.96 0.2101
H 6.06 3.52 -5.43 0.2101
H 1.76 3.73 -4.77 0.2331
C -0.74 0.05 5.78 -0.2556
O -1.18 -1.08 5.02 -0.4965
C -1.29 -0.86 3.71 0.9836
O -1.06 0.18 3.15 -0.6398
O -1.71 -1.99 3.14 -0.5024
C -1.88 -1.90 1.72 -0.2567
H -0.68 -0.26 6.82 0.1977
H 0.26 0.36 5.45 0.1944
H -1.44 0.87 5.69 0.1930
H -0.93 -1.67 1.24 0.1954
H -2.63 -1.16 1.47 0.1928
H -2.22 -2.88 1.38 0.1983
C -1.17 -8.27 4.97 -0.2554
O -2.29 -7.39 5.11 -0.4954
C -2.02 -6.11 4.85 0.9774
O -0.95 -5.67 4.52 -0.6439
O -3.14 -5.41 5.02 -0.4965
C -3.00 -4.00 4.77 -0.2563
H -1.51 -9.27 5.21 0.1944
H -0.80 -8.25 3.95 0.1914
H -0.38 -7.99 5.67 0.1918
H -2.70 -3.83 3.75 0.1995
H -2.28 -3.56 5.46 0.1990
H -3.97 -3.55 4.94 0.1899
```

Properties
HOMO level = -9.441 eV
E_LUMO = -0.313 eV
Energy above the lowest of the compared OMol25 structures with the same formula, charge and spin = 2.417 eV


DFT (the ωB97M-V functional and the def2-TZVPD basis) results for a molecular structure, C19H31BHfN3O6 at a distorted geometry.

XYZ file:
```
61
Properties=species:S:1:pos:R:3:lowdin_charge:R:1
Hf -0.19 0.07 0.10 1.8242
C 2.04 2.43 0.45 -0.0399
N 0.67 2.26 -0.11 -0.3581
C 0.70 2.55 -1.56 -0.0501
C -0.21 3.20 0.62 -0.1703
C -1.66 2.98 0.25 -0.1768
N -2.04 1.57 0.47 -0.3402
C -3.25 1.30 -0.35 -0.0594
C -2.42 1.37 1.90 -0.0456
H 2.32 3.49 0.39 0.1112
H 2.76 1.84 -0.11 0.0825
H 2.05 2.11 1.49 0.1009
H 0.94 3.61 -1.73 0.1164
H -0.26 2.34 -2.03 0.0895
H 1.47 1.94 -2.03 0.0839
H 0.09 4.23 0.41 0.1436
H -0.05 3.02 1.69 0.1292
H -1.81 3.21 -0.81 0.1196
H -2.32 3.64 0.81 0.1433
H -4.01 2.06 -0.15 0.1124
H -3.64 0.32 -0.11 0.0608
H -2.99 1.33 -1.41 0.1023
H -3.28 2.01 2.12 0.1099
H -1.60 1.63 2.56 0.0913
H -2.69 0.33 2.06 0.0904
O 7.06 -1.47 0.40 0.1533
C 6.04 -0.86 0.39 -0.5324
O 5.64 0.36 0.64 0.1213
C 4.60 -0.85 0.15 -0.1766
C 4.05 -0.62 -1.17 0.0222
C 2.73 -0.41 -1.32 -0.1392
N 1.84 -0.45 -0.27 -0.1208
C 2.35 -0.96 0.94 -0.2065
C 3.64 -1.20 1.18 0.0833
C 1.10 -1.21 1.75 -0.5449
O 0.47 -2.24 1.65 0.1268
O 0.47 -0.06 2.05 -0.1445
H 4.70 -0.60 -2.03 0.1296
H 2.30 -0.23 -2.30 0.1171
H 3.96 -1.62 2.13 0.1438
C -3.24 -4.48 -1.59 0.0076
C -3.18 -3.01 -1.25 -0.4576
C -4.35 -2.27 -1.90 0.0014
O -1.97 -2.45 -1.85 0.1070
B -1.49 -1.53 -1.01 -0.6240
O -2.11 -1.49 0.25 -0.0971
C -3.01 -2.71 0.26 -0.4135
C -4.29 -2.34 0.99 0.0002
C -2.24 -3.77 1.02 -0.0061
H -3.34 -4.60 -2.67 0.1019
H -4.11 -4.95 -1.12 0.1052
H -2.34 -5.01 -1.27 0.0933
H -4.30 -2.41 -2.97 0.1049
H -4.31 -1.20 -1.70 0.0807
H -5.31 -2.66 -1.54 0.1017
H -4.80 -1.50 0.53 0.0789
H -4.07 -2.11 2.03 0.0986
H -4.97 -3.19 0.98 0.1096
H -1.30 -4.02 0.53 0.1008
H -2.84 -4.68 1.11 0.1044
H -2.01 -3.41 2.02 0.0984
```

Properties
HOMO level = -10.993 eV
E_LUMO = -3.524 eV
Total charge = +1
Energy above the lowest of the compared OMol25 structures with the same formula, charge and spin = 1.170 eV